1.
C54H53N9O3PSTi | ωB97M-V/def2-TZVPD

```
122
Properties=species:S:1:pos:R:3:forces:R:3
Ti 0.2493 -0.6589 -0.2312 -0.15 -0.57 -0.36
C -2.3773 2.8559 3.1188 -0.01 0.00 -0.01
N -1.4693 1.7582 2.7802 0.05 0.02 -0.06
C -1.2591 1.2399 1.5591 -0.08 0.01 0.10
N -0.3933 0.2246 1.6249 0.20 0.10 0.21
C -0.0343 0.1019 2.9600 0.08 0.05 -0.01
C -0.6934 1.0671 3.6800 0.01 -0.05 -0.02
C -0.6292 1.3803 5.1160 0.00 -0.03 0.00
C -0.2548 2.6540 5.5429 0.01 0.00 -0.01
C -0.1683 2.9352 6.8971 0.00 0.01 -0.01
C -0.4519 1.9461 7.8294 -0.01 0.00 0.01
C -0.8193 0.6755 7.4083 0.00 0.00 0.01
C -0.9081 0.3902 6.0550 0.02 -0.01 0.00
C 0.9622 -0.8346 3.5284 -0.08 0.03 0.03
C 0.7223 -2.2026 3.6220 0.01 0.04 -0.02
C 1.6553 -3.0404 4.2158 0.03 -0.03 -0.01
C 2.8315 -2.5178 4.7378 0.00 -0.04 0.01
C 3.0592 -1.1494 4.6911 -0.04 0.05 0.00
C 2.1244 -0.3131 4.0979 0.01 -0.05 0.04
P -2.0371 1.8830 0.0518 0.02 -0.03 -0.04
C -2.5335 0.2619 -0.6215 0.00 -0.02 0.03
N -1.9366 -0.9045 -0.3448 0.03 0.25 -0.01
C -2.7211 -1.8937 -0.8972 -0.05 0.04 -0.04
C -3.7812 -1.3110 -1.5394 -0.02 0.04 0.01
N -3.6453 0.0490 -1.3488 0.08 -0.12 0.01
C -4.6050 1.0458 -1.8170 -0.03 0.01 -0.01
C -4.9076 -1.9185 -2.2671 0.03 0.00 0.02
C -5.8190 -2.7219 -1.5876 -0.01 -0.03 0.00
C -6.8711 -3.3059 -2.2771 0.00 0.00 0.01
C -7.0135 -3.0902 -3.6405 -0.01 0.00 0.00
C -6.1018 -2.2944 -4.3219 0.01 0.00 -0.01
C -5.0482 -1.7099 -3.6378 -0.01 0.00 -0.01
C -2.4844 -3.3295 -0.6535 0.04 -0.02 0.01
C -2.1957 -4.2150 -1.6868 0.00 -0.02 0.00
C -1.9900 -5.5599 -1.4110 0.00 -0.01 -0.01
C -2.0709 -6.0317 -0.1067 0.00 0.01 0.00
C -2.3732 -5.1579 0.9293 -0.01 -0.01 -0.01
C -2.5873 -3.8110 0.6573 -0.02 0.02 0.03
C -0.4818 2.1432 -0.8571 -0.09 0.06 -0.06
N 0.5483 1.2898 -0.9215 -0.06 0.09 0.09
C 1.4969 1.8727 -1.7441 0.08 0.01 -0.07
C 1.0132 3.0829 -2.1750 -0.04 0.01 0.05
N -0.2295 3.2336 -1.5899 0.07 -0.10 -0.02
C -1.1375 4.3629 -1.7887 0.00 0.01 -0.01
C 1.6175 4.0687 -3.0874 -0.01 -0.01 0.00
C 0.9366 4.4747 -4.2358 -0.02 -0.01 0.02
C 1.5211 5.3758 -5.1113 -0.01 -0.01 0.00
C 2.7882 5.8761 -4.8462 0.01 0.01 0.01
C 3.4714 5.4733 -3.7071 0.01 0.02 -0.01
C 2.8906 4.5721 -2.8293 -0.01 -0.03 0.00
C 2.8118 1.3034 -2.1165 -0.01 -0.02 0.00
C 2.9661 0.6954 -3.3583 0.01 0.00 -0.02
C 4.2190 0.2741 -3.7823 0.01 0.00 -0.02
C 5.3259 0.4652 -2.9685 0.00 0.00 -0.01
C 5.1769 1.0659 -1.7239 0.01 -0.02 0.00
C 3.9255 1.4823 -1.2970 -0.07 0.01 -0.03
H -3.2302 2.8423 2.4460 0.00 0.00 0.01
H -2.7196 2.7155 4.1394 -0.01 0.00 0.01
H -1.8629 3.8118 3.0428 -0.01 0.00 0.00
H -0.0187 3.4247 4.8173 0.00 0.00 0.00
H 0.1219 3.9240 7.2260 0.00 0.00 0.00
H -0.3877 2.1672 8.8862 0.00 0.00 0.00
H -1.0422 -0.0930 8.1361 0.00 0.00 0.00
H -1.1978 -0.6003 5.7254 -0.01 0.01 0.00
H -0.2184 -2.6060 3.2734 -0.03 -0.02 -0.07
H 1.4514 -4.1002 4.3027 0.00 0.01 0.00
H 3.5493 -3.1713 5.2156 0.00 0.00 0.00
H 3.9502 -0.7312 5.1414 0.00 0.00 0.01
H 2.2842 0.7580 4.0968 0.00 -0.03 0.06
H -4.5567 1.1281 -2.8998 0.01 0.02 0.01
H -5.6081 0.7385 -1.5303 0.00 0.00 0.00
H -4.3736 2.0071 -1.3668 -0.01 0.00 0.01
H -5.7068 -2.8872 -0.5227 0.00 0.01 0.00
H -7.5821 -3.9266 -1.7490 0.00 0.00 0.00
H -7.8360 -3.5458 -4.1752 0.00 0.00 0.00
H -6.2103 -2.1360 -5.3864 0.00 0.00 0.00
H -4.3216 -1.1069 -4.1718 -0.01 0.00 0.00
H -2.1505 -3.8552 -2.7064 0.01 0.01 -0.02
H -1.7775 -6.2463 -2.2200 0.00 0.00 0.00
H -1.9212 -7.0833 0.0986 0.00 0.00 0.00
H -2.4772 -5.5287 1.9409 0.00 0.01 -0.01
H -2.8897 -3.1361 1.4527 0.01 0.00 0.00
H -0.5492 5.2363 -2.0507 0.01 0.02 0.00
H -1.8329 4.1366 -2.5949 0.01 0.00 -0.01
H -1.6835 4.5583 -0.8700 0.00 0.00 0.00
H -0.0519 4.0836 -4.4501 -0.01 0.00 0.00
H 0.9906 5.6864 -6.0013 0.00 0.00 0.01
H 3.2427 6.5825 -5.5277 0.00 -0.01 0.00
H 4.4585 5.8645 -3.5008 -0.01 0.00 0.00
H 3.4258 4.2585 -1.9421 0.00 0.01 0.00
H 2.1070 0.5722 -4.0088 0.00 0.01 0.00
H 4.3343 -0.1805 -4.7574 0.00 0.00 0.00
H 6.3070 0.1640 -3.3114 0.00 0.00 0.00
H 6.0458 1.2385 -1.1007 -0.01 0.00 0.00
H 3.8125 1.9724 -0.3369 -0.01 0.00 0.01
O -1.4287 1.5523 -3.8040 -0.06 0.01 0.05
H -0.5920 1.6665 -4.2703 0.00 -0.02 -0.01
H -2.0716 1.4024 -4.5078 0.04 0.01 0.01
O 2.0936 2.2042 1.8559 -0.02 0.03 -0.03
H 2.3719 2.3340 2.7696 0.00 0.07 0.00
H 2.2765 3.0519 1.4346 0.01 0.01 -0.03
C 1.0050 -3.7012 0.5230 0.05 -0.02 0.00
O 0.1418 -2.5356 0.6261 -0.04 0.03 0.02
H 1.3169 -3.8311 -0.5102 -0.01 0.00 0.00
H 1.8575 -3.5488 1.1790 0.01 0.03 -0.02
H 0.4346 -4.5668 0.8509 0.00 0.00 0.01
H -0.7789 -2.8659 0.6604 -0.10 -0.03 0.00
S -0.6432 -1.9403 -4.5499 0.00 -0.02 0.05
C -0.2152 -1.5689 -3.1047 -0.01 0.08 -0.17
N 0.1492 -1.2799 -1.9911 0.17 0.03 0.20
C 5.4089 -1.3067 1.5841 0.01 0.01 -0.01
N 4.2691 -1.3573 0.6710 -0.04 -0.01 -0.04
C 4.2669 -1.9312 -0.5842 -0.01 -0.01 -0.01
C 3.0255 -1.7556 -1.0884 -0.02 -0.01 -0.03
N 2.2610 -1.0747 -0.1512 0.00 0.07 0.23
C 3.0636 -0.8523 0.8949 0.02 0.08 0.07
H 5.6510 -2.3106 1.9259 0.00 0.01 0.00
H 5.1489 -0.6843 2.4357 -0.01 -0.01 0.00
H 6.2648 -0.8803 1.0665 0.00 0.01 0.00
H 5.1440 -2.3935 -1.0030 -0.01 0.00 0.01
H 2.6300 -2.0383 -2.0464 0.00 -0.01 0.00
H 2.7904 -0.3333 1.7998 0.02 -0.03 -0.08
```
Positions in Å, forces in eV/Å.

Values from the calculation:
- E_HOMO (eV) = -15.08
- net charge = +3
- E_LUMO (eV) = -9.018
- frontier orbital gap (eV) = 6.06

---

2.
C26H27N2O | ωB97M-V/def2-TZVPD

```
56
Properties=species:S:1:pos:R:3:forces:R:3
C -5.2474 -1.6361 2.4316 -0.13 -0.33 0.08
C -3.8569 -1.1048 2.3927 -0.15 0.12 0.05
C -3.6135 0.2633 2.4759 0.06 0.19 0.01
C -2.3328 0.7584 2.4552 -0.04 0.19 -0.01
C -1.2180 -0.1001 2.3442 0.27 -0.06 -0.10
C 0.0745 0.4814 2.3655 -0.12 -0.49 0.03
C 1.3659 -0.1015 2.4003 -0.14 -0.11 0.10
C 2.4847 0.7553 2.3168 -0.02 0.06 0.00
C 3.7648 0.2577 2.3254 -0.06 0.23 -0.02
C 4.0037 -1.1106 2.4146 0.11 0.06 -0.04
C 5.3939 -1.6439 2.4054 0.14 -0.32 -0.06
C 2.9132 -1.9638 2.5372 -0.31 -0.09 -0.03
C 1.6302 -1.4792 2.5484 0.13 -0.11 0.17
C -1.4876 -1.4776 2.2020 -0.16 -0.19 -0.15
C -2.7709 -1.9599 2.2460 0.39 -0.12 0.02
H -5.2542 -2.7283 2.4564 0.00 0.14 -0.03
H -5.7686 -1.2773 3.3215 -0.04 0.07 -0.10
H -5.8057 -1.3158 1.5495 -0.02 0.07 0.07
H -4.4482 0.9382 2.5543 -0.14 0.18 0.05
H -2.1652 1.8200 2.5327 0.08 0.23 0.13
H 0.0747 1.5578 2.3720 -0.05 0.45 0.07
H 2.3226 1.8186 2.2520 -0.04 0.21 -0.05
H 4.6028 0.9308 2.2682 0.14 0.18 -0.05
H 5.3998 -2.7364 2.3886 0.00 0.15 0.03
H 5.9306 -1.2921 1.5219 0.04 0.06 0.10
H 5.9370 -1.3171 3.2948 0.03 0.06 -0.07
H 3.0806 -3.0227 2.6362 0.02 -0.20 0.07
H 0.8391 -2.1727 2.7462 -0.06 -0.12 0.02
H -0.7028 -2.1725 1.9844 0.06 -0.13 -0.03
H -2.9423 -3.0191 2.1578 -0.02 -0.20 -0.09
C 0.5603 8.9854 -0.1864 0.12 0.20 -0.13
O -0.4927 8.0992 0.1072 -0.17 -1.16 1.44
C -0.3396 7.3435 1.2777 -0.10 0.39 -0.60
C -1.3672 6.4546 1.6000 0.13 0.44 -0.56
C -1.3034 5.6680 2.7232 0.00 -0.20 0.24
C -0.2069 5.7405 3.5652 0.10 -0.57 0.36
N -0.1106 4.8551 4.7060 0.80 0.43 1.80
C -0.4780 3.5648 4.7679 -1.20 -1.71 -2.55
N -0.1435 3.0603 5.9561 0.95 1.64 0.76
C -0.2282 1.6723 6.3979 -0.13 0.43 -0.18
C 0.4774 4.0784 6.7112 -0.02 0.08 -0.32
C 0.4953 5.1892 5.9424 0.03 -0.27 -0.08
C 0.8199 6.6203 3.2624 -0.25 -0.64 0.62
C 0.7576 7.4104 2.1390 -0.17 0.53 -0.83
H 0.2918 9.5348 -1.0901 -0.07 -0.15 0.13
H 0.6919 9.6948 0.6317 0.17 0.09 -0.02
H 1.4800 8.4279 -0.3715 0.15 0.11 0.03
H -2.2112 6.3939 0.9383 -0.26 0.00 -0.16
H -2.0978 4.9795 2.9548 -0.15 -0.10 0.05
H -0.5658 1.0475 5.5773 -0.07 0.11 -0.12
H 0.7530 1.3353 6.7184 0.10 -0.04 0.04
H -0.9249 1.5821 7.2263 -0.07 -0.02 0.08
H 0.8867 3.9531 7.7006 -0.14 -0.12 -0.01
H 0.9172 6.1463 6.1999 -0.16 0.08 -0.19
H 1.6776 6.6568 3.9120 0.25 0.09 0.04
H 1.5772 8.0694 1.9215 0.19 0.16 0.00
```
Positions in Å, forces in eV/Å.

Values from the calculation:
- E_HOMO (eV) = -10.32
- net charge = +1
- E_LUMO (eV) = -5.268
- frontier orbital gap (eV) = 5.05

---

3.
C29H24F5N5O4S5SbTl | ωB97M-V/def2-TZVPD

```
74
Properties=species:S:1:pos:R:3:forces:R:3
Tl 0.1146 0.0827 -0.0796 -0.17 0.32 -0.16
C -0.3942 -4.3051 -2.9933 0.05 0.04 -0.05
O -1.1747 -4.0467 -1.8187 -0.04 -0.04 -0.02
C -1.5039 -2.7531 -1.6703 0.01 0.20 -0.08
O -1.2988 -1.8835 -2.4797 -0.01 -0.14 0.07
N -2.1887 -2.5770 -0.4896 -0.04 -0.20 0.23
N -2.1357 -1.2699 0.0433 0.16 -0.02 0.12
H -0.2391 -5.3813 -3.0034 0.02 -0.01 -0.01
H 0.5549 -3.7700 -2.9527 -0.02 -0.01 -0.01
H -0.9311 -3.9816 -3.8850 0.00 -0.03 0.00
H -2.0158 -3.2729 0.2278 0.05 0.01 -0.05
H -1.9409 -1.3772 1.0371 -0.12 0.02 0.07
H -3.0336 -0.8106 -0.0564 0.05 0.04 -0.10
F -4.9192 5.4155 -1.2587 0.08 -0.09 0.05
C -4.1100 4.5216 -0.6602 -0.05 0.03 -0.07
C -3.6665 3.4040 -1.3430 -0.04 -0.01 -0.11
F -4.0612 3.2095 -2.6087 0.04 0.01 0.12
C -2.8461 2.4845 -0.7127 0.00 -0.09 0.04
F -2.4990 1.3952 -1.4014 -0.05 0.13 0.05
C -2.4178 2.6389 0.6086 0.03 0.11 -0.15
S -1.4015 1.5176 1.4836 -0.03 -0.18 0.10
C -2.8945 3.7783 1.2619 0.06 -0.02 0.01
F -2.5519 4.0097 2.5402 -0.03 0.02 -0.07
C -3.7229 4.7007 0.6529 -0.03 0.09 0.07
F -4.1586 5.7787 1.3328 0.04 -0.07 -0.05
S 2.5367 -2.2107 -4.0980 -0.03 0.01 0.00
Sb 2.5791 -0.5972 -2.4796 0.11 0.02 0.01
S 0.4153 0.7905 -2.5762 -0.07 0.10 -0.10
S 1.7074 -1.7498 -0.4246 -0.01 -0.06 -0.01
S 1.0936 2.7199 -2.7663 -0.05 -0.07 -0.02
O -1.4777 -3.0710 2.4023 -0.01 -0.02 -0.07
C -0.5040 -2.4450 2.8164 -0.03 -0.04 0.03
N 0.3150 -2.9326 3.8376 0.05 -0.06 -0.02
C 1.1840 -1.8693 4.3019 -0.06 0.03 -0.03
C 0.9430 -0.8219 3.1614 -0.01 -0.07 0.07
O 1.5946 0.2028 3.0767 0.02 0.03 0.02
N -0.0728 -1.2309 2.3811 -0.03 0.10 -0.07
C 2.6510 -2.2396 4.3264 0.05 -0.01 0.01
C 3.5679 -1.3755 4.9217 0.01 -0.01 -0.01
C 4.9234 -1.6609 4.8932 0.00 0.01 0.01
C 5.3832 -2.8118 4.2660 0.00 -0.01 -0.01
C 4.4758 -3.6662 3.6586 0.02 -0.01 0.00
C 3.1174 -3.3801 3.6850 -0.02 0.00 0.01
C 0.6862 -1.3275 5.6371 0.02 0.02 0.02
C 0.9888 -2.0161 6.8106 0.00 0.00 -0.01
C 0.4798 -1.6005 8.0314 0.00 -0.01 0.00
C -0.3374 -0.4798 8.0970 -0.01 0.00 0.01
C -0.6390 0.2146 6.9351 0.00 0.00 0.00
C -0.1314 -0.2036 5.7117 0.00 0.00 0.01
H -0.1142 -3.5677 4.4918 -0.02 0.05 0.01
H 3.2129 -0.4659 5.3886 0.00 0.00 0.00
H 5.6257 -0.9745 5.3510 0.00 0.00 0.00
H 6.4438 -3.0307 4.2368 0.00 0.00 0.00
H 4.8246 -4.5529 3.1436 0.00 0.00 0.00
H 2.4095 -4.0280 3.1857 0.00 0.01 0.00
H 1.6422 -2.8803 6.7630 0.00 0.00 0.00
H 0.7263 -2.1488 8.9330 0.00 0.00 0.00
H -0.7329 -0.1480 9.0494 0.00 0.00 0.00
H -1.2713 1.0929 6.9740 0.00 0.00 0.00
H -0.3690 0.3549 4.8147 0.01 0.00 0.00
C 4.8770 4.8539 0.8913 0.00 -0.01 0.00
C 3.7960 3.8209 0.7352 -0.02 -0.01 0.00
C 4.0878 2.4668 0.6688 0.00 0.00 -0.01
C 3.0551 1.5546 0.5239 -0.01 0.04 0.07
N 1.7830 1.9243 0.4380 0.16 -0.16 0.17
C 1.4925 3.2191 0.4957 -0.06 0.00 -0.11
C 2.4604 4.1932 0.6512 0.02 0.00 0.01
H 5.8658 4.4035 0.8072 0.00 0.00 0.00
H 4.8071 5.3433 1.8653 0.00 0.00 0.00
H 4.7849 5.6260 0.1256 0.00 0.00 0.00
H 5.1098 2.1132 0.7247 0.00 0.00 0.00
H 3.2449 0.4874 0.4863 -0.01 -0.01 0.00
H 0.4451 3.4782 0.4095 0.01 0.00 0.01
H 2.1703 5.2366 0.6787 0.00 0.00 0.00
```
Positions in Å, forces in eV/Å.

Values from the calculation:
- E_HOMO (eV) = -1.49
- net charge = -2
- E_LUMO (eV) = 3.960
- frontier orbital gap (eV) = 5.45

---

4.
CH2N2 | ωB97M-V/def2-TZVPD

```
5
Properties=species:S:1:pos:R:3:forces:R:3
C -1.3489 -0.8810 -0.1168 -2.17 -0.69 -1.28
N 0.5921 0.7695 -1.4610 0.66 1.66 4.46
N -0.3980 -0.5193 0.4154 3.93 -0.34 3.78
H 0.7225 1.2024 0.0644 -0.12 -0.77 -5.04
H 0.4323 -0.5716 1.0979 -2.30 0.15 -1.92
```
Positions in Å, forces in eV/Å.

Values from the calculation:
- E_HOMO (alpha / beta) (eV) = -10.97 / -10.98
- E_LUMO (alpha / beta) (eV) = -0.977 / -0.956
- frontier orbital gap (alpha / beta) (eV) = 9.99 / 10.02

---

5.
C3H11N2O | ωB97M-V/def2-TZVPD

```
17
Properties=species:S:1:pos:R:3:forces:R:3
C 1.4801 -0.5715 2.2117 1.41 -0.85 -0.66
C 0.3188 -0.3533 1.2722 -0.44 1.08 0.06
N 0.4734 1.1467 -2.0275 -0.34 0.29 0.42
C 0.0131 0.3664 -1.0586 0.44 -0.96 -1.57
N 0.7954 -0.0598 -0.0960 0.11 1.00 0.22
H 2.1867 0.2662 2.2770 -0.90 0.56 0.36
H 2.2257 -1.2869 1.8307 -0.74 -0.61 0.00
H 1.1445 -0.9124 3.1837 0.05 0.19 0.13
H -0.1800 0.5687 1.5954 -0.11 -0.24 0.11
H -0.4630 -1.1087 1.2092 0.39 -0.38 0.20
H 1.1145 1.8901 -1.7976 0.45 -0.17 -0.28
H -0.0659 1.2583 -2.8748 -0.09 0.10 0.18
H -0.9696 -0.0682 -1.2744 -0.09 0.04 0.76
H 1.7568 0.2783 -0.1382 -0.17 -0.07 0.05
H -3.3271 -1.2412 -1.7562 -0.32 0.67 0.46
H -3.5020 0.1635 -0.9385 0.03 -1.04 -0.72
O -3.0013 -0.3362 -1.6180 0.33 0.37 0.27
```
Positions in Å, forces in eV/Å.

Values from the calculation:
- E_HOMO (eV) = -14.99
- net charge = +1
- E_LUMO (eV) = -3.827
- frontier orbital gap (eV) = 11.16

---

6.
C4H10N2OS | ωB97M-V/def2-TZVPD

```
18
Properties=species:S:1:pos:R:3:forces:R:3
N -1.7722 0.4896 1.5036 0.77 -0.23 -0.39
C -1.6600 0.0075 0.1264 1.01 1.45 -0.50
C -0.2253 0.3556 -0.5219 -2.15 -1.63 1.23
C 0.8744 0.2363 0.4932 1.02 -0.02 1.20
S 1.4671 1.8001 1.1929 0.08 0.53 -0.08
N -0.0391 -0.5048 -1.6813 0.50 0.84 -1.01
C 0.2319 -1.8473 -1.7664 -0.65 1.10 0.07
O -0.0362 -2.6365 -0.9038 0.25 -0.65 0.76
H -2.7172 0.4051 1.8324 -0.28 -0.07 0.13
H -1.1783 -0.0880 2.0866 -0.23 0.07 0.28
H -2.2716 0.6929 -0.4648 -0.66 -0.74 -0.06
H -1.8777 -1.0431 -0.0272 -0.14 -0.14 -0.07
H -0.4054 1.3714 -0.8523 0.80 0.13 -0.30
H 0.6294 -0.3949 1.3503 -0.36 -0.07 -0.27
H 1.8065 -0.2184 0.1480 -0.23 0.09 -0.55
H 0.2900 2.4203 1.4028 0.03 -0.33 0.02
H 0.1091 0.0471 -2.5089 0.30 -0.37 -0.28
H 0.6740 -2.1406 -2.7281 -0.05 0.06 -0.17
```
Positions in Å, forces in eV/Å.

Values from the calculation:
- E_HOMO (eV) = -8.99
- E_LUMO (eV) = 0.758
- SMILES string = NC[C@@H](CS)NC=O
- frontier orbital gap (eV) = 9.75

---

What did we get for DFT total energy? Answer: -4396.50033 -1191.39784 -4597.45125 -148.50189 -305.41304 -741.33295 Ha, in the order shown.